A structure of composition C30H28AlB4Br14O32 in a non-equilibrium geometry. Source: OMol25; level of theory: the ωB97M-V functional and the def2-TZVPD basis.

Properties
LUMO energy ... -0.232 hartree
HOMO-LUMO gap ... 1.491 eV
Calculated total energy ... -39946.4553 Eh
Charge ... -1

Each line ends with the Löwdin charge.
Positions of all 109 atoms, in Å:
1 O 5.09464 -0.09494 -1.04985  0.1909
2 O 5.19767 2.91653 -3.04072  0.1262
3 Br -4.54779 2.04758 1.70351  0.7790
4 C 3.19401 -1.94367 3.45503  -0.6054
5 C -1.43446 -2.72754 3.31375  -0.6739
6 C -0.73201 2.78511 4.51115  -0.6685
7 H 7.49478 1.01812 1.69003  -0.0095
8 H -1.93571 1.16106 3.81790  0.0154
9 Br 5.42525 5.15214 -1.02776  0.7244
10 H 4.63967 2.88692 -0.69336  0.0346
11 O -9.88024 0.10612 -0.52340  0.1621
12 H -4.80735 -0.37477 1.30116  0.0258
13 C 3.89835 -0.13109 -0.98513  -0.4026
14 Br 3.51614 -2.42794 1.56627  0.7738
15 C -2.31229 -3.43698 2.29159  -0.6792
16 H -1.55365 -1.64415 3.27189  0.0445
17 O -6.10663 -2.78517 -2.08612  0.1940
18 C -1.76571 1.73438 4.72983  -0.6834
19 C 5.50851 3.36099 -0.24111  -0.6263
20 O -3.24399 -1.91540 -0.37225  0.2070
21 C -5.42701 -0.09800 3.36204  -0.6633
22 C -4.97618 -2.62323 -1.73315  -0.3713
23 C -4.83879 1.80212 -1.57523  -0.4341
24 C 4.82576 0.80068 -3.93515  -0.3630
25 H 1.10677 -5.11305 -0.76369  0.0641
26 O -6.78646 2.31523 -2.65960  0.2739
27 Br 1.75684 -4.23947 -2.97952  1.0619
28 B 3.84626 2.85761 -3.64735  -0.8773
29 Br -1.82115 -3.48143 5.08840  0.5887
30 H -0.39584 -2.81544 2.99174  0.0379
31 Al -2.11995 3.62376 -3.04327  1.1941
32 C 2.44996 4.37941 -4.59185  -0.3686
33 H 5.39280 3.35450 0.84018  0.0346
34 C 6.65350 -0.98070 2.15212  -0.7398
35 O -3.68458 1.99400 -1.28357  0.0112
36 H 6.94051 2.92371 -1.71269  0.0223
37 C -8.43471 -0.55936 -2.36797  -0.3714
38 O 3.37505 -1.83009 -2.68647  0.1468
39 O 0.98365 -0.08292 0.62603  0.2075
40 O 3.12341 0.65122 -0.28212  0.2546
41 C 1.89548 4.00759 -3.20498  -0.3935
42 C -5.55990 2.76731 -2.49386  -0.3805
43 O -2.73868 -0.48395 -2.30246  0.2688
44 Br -1.21907 4.03652 3.07422  0.6111
45 H 7.69897 0.39258 3.34536  0.0521
46 H -0.65641 3.31548 5.46038  0.0595
47 H -1.45383 0.96910 5.43967  0.0431
48 C -1.61955 -0.28934 -2.96300  -0.3442
49 O -5.10318 -2.40115 0.73784  0.1186
50 O 0.21748 -1.79374 -3.40105  0.1554
51 O -8.93706 -1.50830 -2.91679  0.1532
52 O -3.93020 -2.54088 -2.52580  0.2416
53 O 4.91624 -0.34580 -4.26076  0.1972
54 H 6.19661 -1.49419 2.99436  0.0198
55 C 7.02805 0.45259 2.49123  -0.6196
56 C -4.50201 -2.26500 -0.29609  -0.3846
57 H -2.57013 -2.68041 1.54223  0.0435
58 O -0.80350 0.67980 1.76206  0.1429
59 C 2.06907 -0.92762 3.46473  -0.6984
60 Br 8.14857 -2.11631 1.53574  0.6004
61 O 0.76857 4.27751 -2.83415  0.0298
62 Br 8.36361 3.25478 0.38255  0.6375
63 O 1.92161 5.11059 -5.37622  0.1597
64 H 0.35314 -3.51093 -1.04256  0.0681
65 C -0.71258 -5.16700 -1.89009  -0.6797
66 O -7.96669 1.22982 -0.95334  0.2422
67 O 2.74573 3.20225 -2.70362  0.2353
68 C 5.84778 1.72932 -3.27968  -0.3441
69 O -5.07868 3.78466 -2.92166  0.0634
70 Br -5.27507 -1.91265 4.07499  0.6675
71 C -0.11460 1.61255 -0.39724  -0.3732
72 B 1.71856 0.30314 -0.60744  -0.8288
73 H 0.21019 2.29877 4.27223  0.0362
74 O -5.58661 0.76204 -1.29741  0.2557
75 H -3.34460 -3.59910 2.59848  0.0121
76 O -7.30777 -0.06012 -2.84561  0.2218
77 C -8.88630 0.31849 -1.15044  -0.3869
78 C -4.47296 0.12859 2.20538  -0.5923
79 H 5.90544 -1.07135 1.37162  -0.0299
80 C 3.00498 -1.06372 -1.81596  -0.3698
81 O 0.97507 1.48577 -1.09528  0.2548
82 C 6.80015 2.66350 -0.66735  -0.6661
83 O 6.95262 1.47960 -2.95066  0.1734
84 O 3.64452 3.79318 -4.78421  0.2269
85 H 4.13311 -1.60963 3.88944  0.0305
86 C -0.84165 -1.59347 -2.86962  -0.3362
87 Br -0.35764 -6.90077 -2.72746  0.6673
88 H -1.37601 -5.21448 -1.03054  -0.0152
89 B -2.84092 -1.85302 -1.79885  -0.8385
90 O -1.15691 0.72350 -3.40501  0.1380
91 Br 1.38749 -0.49424 5.26126  0.6584
92 H 2.92824 -2.82596 4.03549  0.0628
93 H -6.46740 -0.08926 3.05216  0.0565
94 H -3.46614 -0.17441 2.48205  0.0420
95 H -5.22483 0.53616 4.21468  -0.0348
96 C 0.60911 -4.47231 -1.48880  -0.6515
97 H 6.70663 1.58833 -0.53996  0.0427
98 Br -3.55128 2.37507 5.28301  0.6416
99 H -1.17688 -4.52958 -2.63909  0.0460
100 O 3.72710 1.50631 -4.19465  0.2530
101 O -1.48670 -2.40840 -2.06025  0.2111
102 Br -1.53808 -5.12272 1.60236  0.6893
103 C -0.05143 0.68324 0.82680  -0.3647
104 H 2.35897 -0.03254 2.91831  0.0425
105 H 1.23607 -1.34365 2.90343  0.0125
106 Br 5.39965 1.27787 3.24813  0.6584
107 O -0.98766 2.39186 -0.66703  0.0769
108 O 1.76385 -0.84203 -1.56661  0.2453
109 B -6.88878 1.03430 -1.93593  -0.8713

A structure of composition C30H28As2BrMoN2O9 in a non-equilibrium geometry. Source: OMol25; level of theory: the ωB97M-V functional and the def2-TZVPD basis.

Properties
2S+1 ... 3
LUMO energy (alpha / beta) ... -0.415 / -0.381 hartree
HOMO-LUMO gap (alpha / beta) ... 5.398 / 6.419 eV
Energy above the lowest of the compared OMol25 structures with the same formula, charge and spin ... 3.3 kcal per mole
Calculated total energy ... -9059.4631 Eh
Charge ... +3

Each line ends with the Löwdin charge.
Positions of all 73 atoms, in Å:
1 C -1.75537 0.36706 -2.74709  -0.1225
2 C -2.20202 -0.25665 4.06976  -0.2437
3 C 3.46481 -3.14109 0.37448  0.0218
4 H 4.40747 -2.60715 0.30812  0.0999
5 C -1.11872 -3.02520 2.17668  -0.5439
6 H 2.79653 -4.17917 -4.00622  0.1363
7 Br -5.86619 0.34051 -3.01557  0.9213
8 O 0.81115 -3.24934 -0.18347  0.1504
9 C 3.99794 -2.49524 -3.51087  0.0350
10 H -5.40600 2.94992 2.75075  0.1089
11 H 6.14545 -0.80329 -3.16886  0.1508
12 H 3.80799 2.37126 -1.49919  0.1366
13 H 4.92608 -2.96313 -3.81440  0.1428
14 H -2.49981 -1.22522 4.46791  0.0432
15 C 0.31194 2.98677 0.94428  -0.4997
16 C 5.19102 -0.39567 -2.85422  0.0834
17 As 1.19520 0.35244 0.99966  1.2623
18 C -1.47884 1.76071 -2.60909  -0.2636
19 C 1.59151 -2.55332 -3.26209  0.0452
20 C 3.89408 1.38154 -1.93080  -0.0479
21 H 0.45795 4.85743 3.47696  0.1197
22 As -2.33300 -0.37150 2.12240  1.3469
23 H -2.52734 -5.30295 1.92399  0.1083
24 H 3.54065 -3.95494 1.08985  0.1169
25 H 0.66911 -3.11055 -3.36777  0.1366
26 O -2.27942 3.41932 0.78939  0.1268
27 H -3.31312 -1.09423 -3.03152  0.1299
28 C -2.51142 2.68876 -2.58258  0.0354
29 O -2.42411 -3.24228 2.21420  -0.0825
30 C 1.60277 -1.27632 -2.78119  -0.1935
31 C -0.20602 1.65689 1.41935  -0.2978
32 H -0.97918 -1.55707 -3.38952  0.1593
33 Mo 0.89683 1.28770 -1.42628  1.6502
34 C 2.44589 0.60750 2.43007  -0.1851
35 N 2.76314 0.66872 -2.04732  -0.0767
36 H -1.19327 -0.01525 4.39411  0.0395
37 C -2.46647 2.51518 1.56842  -0.5567
38 H 6.00404 1.49724 -2.23498  0.1374
39 C 2.81237 -3.16804 -3.62330  -0.0021
40 H -4.20534 4.26315 2.91127  0.1087
41 C 4.02509 -1.17496 -2.98959  -0.1242
42 O 2.49677 -2.17968 0.87058  -0.0895
43 C -0.25386 4.26116 2.91965  0.0760
44 H 3.14948 -3.52051 -0.59295  0.0830
45 C -4.52459 3.40923 2.32110  0.0437
46 H 3.25892 -0.10282 2.32014  0.0464
47 H 1.88443 0.41838 3.34184  0.0616
48 H -4.68628 3.69722 1.28814  0.0994
49 O -0.19013 2.23234 -2.60050  -0.1980
50 O 0.36388 4.07130 1.59992  0.0815
51 C 5.12264 0.87998 -2.33661  0.0133
52 H -2.31869 -4.79129 3.61585  0.1059
53 C -0.72912 -0.63060 -2.87784  0.0098
54 C -2.81347 -4.57253 2.67477  0.0274
55 H -3.88919 -4.52982 2.79095  0.1039
56 C -1.47484 1.37719 1.71268  -0.2740
57 H -0.41988 3.30027 3.39799  0.1022
58 N 0.48291 -0.44613 -2.45517  -0.0515
59 H 2.81995 1.62880 2.40185  0.0542
60 H -2.90649 0.49864 4.40955  0.0354
61 C 2.81269 -0.59698 -2.60320  -0.1569
62 H -4.62473 2.96450 -2.67987  0.1295
63 C -0.82203 -1.58552 1.78961  -0.2732
64 O 0.89410 2.97131 -0.18369  -0.1327
65 O -0.25365 -3.79028 2.49254  0.1687
66 H -1.17779 4.80354 2.75547  0.1119
67 H -2.27052 3.73950 -2.49525  0.1493
68 C -3.81182 2.25031 -2.69120  -0.0398
69 C 0.35569 -1.35475 1.21871  -0.2804
70 C -4.10355 0.88300 -2.84638  -0.6696
71 O -3.48514 2.38047 2.38594  -0.0482
72 C 1.20792 -2.43108 0.59170  -0.5551
73 C -3.08697 -0.04470 -2.89208  -0.0473